The following is a quantum chemistry calculation of C9H22CrF3N2O13S3 as an isolated structure in a non-equilibrium geometry, from OMol25.

Results
Orbital gap (alpha / beta)   0.1299 / 0.1559 Eh
Expectation value of S²   6.006
Charge   -3
Spin multiplicity   5
Electronic energy   -108365.934 eV

Last column: Löwdin spin population.
Cartesian coordinates (Å):
Cr: -0.208 -0.182 -0.687  3.692
S: 2.638 -1.374 -1.686  0.010
O: 1.858 -2.482 -2.236  0.003
O: 3.336 -0.535 -2.700  0.004
O: 1.730 -0.506 -0.856  0.064
O: 3.660 -1.926 -0.764  0.003
S: -1.573 -1.312 -3.565  0.005
O: -0.848 -0.460 -2.541  0.040
O: -1.435 -2.731 -3.310  0.003
O: -3.006 -0.980 -3.469  0.001
O: -0.998 -0.942 -4.886  0.001
C: -2.489 -3.834 1.168  0.004
F: -3.424 -3.853 0.217  0.000
F: -2.715 -2.837 2.044  0.000
F: -2.534 -5.082 1.674  0.001
S: -0.774 -3.514 0.371  0.009
O: -0.656 -4.401 -0.748  0.001
O: -0.817 -2.063 0.158  0.037
O: 0.205 -3.859 1.397  0.002
C: 0.773 1.487 3.114  0.001
C: 1.020 0.517 1.973  0.007
C: 1.843 -0.737 2.308  0.000
O: 3.081 -0.412 2.946  0.000
C: 4.045 -0.066 1.977  0.000
N: -0.322 0.096 1.428  0.013
H: 0.198 2.347 2.760  0.000
H: 1.761 1.902 3.346  0.000
H: 0.328 1.092 4.028  0.000
H: 1.505 1.043 1.149  0.001
H: 2.054 -1.317 1.404  0.000
H: 1.220 -1.404 2.908  0.000
H: 4.814 0.644 2.302  0.000
H: 3.606 0.353 1.069  0.000
H: 4.621 -0.957 1.708  0.000
H: -0.967 0.833 1.693  0.002
H: -0.658 -0.711 1.948  0.002
C: -2.511 2.944 0.287  0.001
C: -2.355 2.195 -1.032  0.002
C: -1.039 2.491 -1.722  0.007
O: 0.093 1.876 -1.058  0.046
C: 1.330 2.155 -1.704  0.006
N: -2.572 0.751 -0.821  0.022
H: -3.353 2.575 0.878  0.000
H: -2.667 4.026 0.230  0.000
H: -1.620 2.914 0.924  0.000
H: -3.212 2.625 -1.570  0.001
H: -0.789 3.557 -1.633  0.002
H: -1.019 2.248 -2.786  0.000
H: 1.308 3.162 -2.143  0.002
H: 1.542 1.346 -2.405  0.000
H: 2.163 2.267 -1.007  0.000
H: -3.468 0.735 -0.343  0.002
H: -2.704 0.297 -1.734  0.001